C5H13NO | ωB97M-V/def2-TZVPD

```
20
Properties=species:S:1:pos:R:3:forces:R:3:lowdin_charge:R:1
C 1.684 1.365 -0.552 -0.5 0.5 0.8 -0.02
C 1.567 1.151 0.956 0.6 -0.6 0.4 -0.60
N 2.693 0.590 1.552 0.2 -0.2 -1.2 0.13
O 0.619 1.488 1.619 -0.4 0.1 -0.1 0.05
H 2.428 2.154 -0.662 0.2 -0.2 -0.5 0.09
H 0.722 1.740 -0.879 0.0 0.2 -0.1 0.07
H 1.896 0.466 -1.124 0.4 0.0 0.1 0.08
H 2.597 0.020 2.372 -0.4 0.3 0.4 0.10
H 3.335 0.179 0.890 0.1 0.0 0.1 0.09
C -0.685 -1.423 0.220 -0.3 -0.3 0.4 -0.13
C -1.265 -0.283 -0.650 0.1 -0.7 1.5 -0.30
C -2.783 -0.552 -0.831 1.1 0.0 0.0 -0.10
H -0.777 -2.332 -0.379 0.5 -0.2 0.1 0.07
H -1.225 -1.661 1.146 -0.6 0.5 -0.3 0.07
H 0.309 -1.292 0.651 0.4 0.1 -0.8 0.05
H -1.038 0.668 -0.172 -0.3 0.1 0.0 0.07
H -0.705 -0.326 -1.580 -0.2 0.2 -0.3 0.09
H -2.887 -0.994 -1.817 -0.7 0.2 -0.2 0.07
H -3.102 -1.293 -0.104 -0.1 -0.1 0.1 0.06
H -3.383 0.334 -0.658 -0.1 0.1 -0.4 0.06
```
Positions in Å, forces in eV/Å.

Results
ΔE to the lowest compared entry with this formula, charge and spin in kJ/mol: 43.22
Orbital gap in eV: 10.8
Highest occupied orbital energy in eV: -9.93